The following is a quantum chemistry calculation of an isolated molecule of C8H14BFN2O6, from OMol25.

Output
* HOMO energy: -9.38 eV
* SMILES string: CN(C)C(=O)CN(CC(=O)F)C(=O)OCB(O)O
* LUMO level: 0.46 eV
* F_max: 0.8 eV Å⁻¹
* E_tot: -998.983666 a.u.

ORCA input file:
```
! wB97M-V def2-TZVPD RIJCOSX def2/J DEFGRID3
* xyz 0 1
C 2.72421 -1.17181 1.43637
N 2.42465 -0.98286 0.00011
C 2.63437 -2.22616 -0.77007
C 1.03362 -0.63310 -0.17644
O 0.12342 -1.22853 0.34336
C 0.78826 0.51498 -1.14700
N -0.03822 1.60756 -0.66257
C 0.63979 2.68399 0.03653
C 1.38757 2.31782 1.30090
O 0.97916 2.27861 2.40444
F 2.67742 2.02576 1.03682
C -1.29647 1.24770 -0.10520
O -1.54199 1.18507 1.07262
O -2.15331 0.96859 -1.08600
C -3.50021 0.68095 -0.65343
B -3.68255 -0.84202 -0.23069
O -3.27294 -1.81618 -1.12153
O -4.23897 -1.16237 0.98063
H 2.94630 -2.21199 1.66173
H 1.91473 -0.81929 2.06600
H 3.61046 -0.59540 1.69316
H 3.68139 -2.33329 -1.03271
H 2.26940 -3.09728 -0.22587
H 2.06659 -2.18037 -1.69863
H 1.74142 0.91783 -1.47268
H 0.31727 0.07242 -2.02685
H -0.09430 3.43000 0.32539
H 1.32285 3.15590 -0.66503
H -3.83901 1.37381 0.10798
H -4.10753 0.84308 -1.54452
H -2.50381 -2.27404 -0.75870
H -5.01357 -1.72938 0.91185
*
```



The following is a quantum chemistry calculation of a 2-piece molecular cluster, C8H14BO5S overall, from OMol25.

Output
* HOMO energy: -3.49 eV
* LUMO level: 2.29 eV
* F_max: 0.5 eV Å⁻¹
* E_tot: -1112.449772 a.u.

ORCA input file:
```
! wB97M-V def2-TZVPD RIJCOSX def2/J DEFGRID3
* xyz -1 1
C 0.36010 1.08575 -2.20761
C 1.51782 1.24596 -1.93251
C 2.91297 1.48630 -1.58755
B 2.97742 2.81468 -0.69129
C 2.92289 2.68556 0.87656
C 3.11470 4.19403 -1.42753
O 4.23872 4.43217 -1.94353
O 2.11097 4.94843 -1.36607
H -0.67831 0.99453 -2.40443
H 3.48673 1.64539 -2.50143
H 3.28396 0.60760 -1.05247
H 3.35565 3.55280 1.37647
H 1.88690 2.60113 1.21622
H 3.45230 1.78736 1.21150
O -0.76586 -1.19404 0.09249
S -1.50779 -1.58753 1.24612
O -0.98877 -2.59413 2.12318
O -2.98040 -1.99842 0.78886
C -3.08781 -2.95729 -0.28534
C -2.76554 -4.37260 0.14702
C -1.94820 -0.17024 2.18767
H -2.45302 -2.63330 -1.11153
H -4.12443 -2.87965 -0.60799
H -1.72106 -4.47340 0.43593
H -2.96237 -5.05650 -0.67950
H -3.37859 -4.66181 1.00093
H -2.36221 0.57980 1.52008
H -1.02836 0.19149 2.64216
H -2.66207 -0.46425 2.95225
*
```



The following is a quantum chemistry calculation of an isolated molecule of C8H14BrNO at a distorted geometry, from OMol25.

Output
* ΔE to the lowest compared entry with this formula, charge and spin: 366.2 kJ/mol
* HOMO energy (spin up / spin down): -7.67 / -8.05 eV
* LUMO level (spin up / spin down): -0.02 / -0.26 eV
* F_max: 3.8 eV Å⁻¹
* E_tot: -3017.031960 a.u.

ORCA input file:
```
! wB97M-V def2-TZVPD RIJCOSX def2/J DEFGRID3
* xyz 0 1
C 2.37997 1.71274 -2.37600
C 0.44887 -0.22313 1.50274
C -0.33019 0.83822 2.19807
C 0.72945 -1.17830 -0.81590
C 1.03667 -0.11114 -1.80462
C -0.27608 -0.71603 0.22368
C -0.39560 2.16499 1.53331
C -2.27983 -2.02653 -0.09826
N 2.16053 0.56413 -1.77175
O -1.15555 -1.86730 0.73458
Br -2.00678 3.01542 1.14441
H 3.37057 1.96593 -2.74228
H 1.59737 2.32879 -2.49453
H 1.53925 0.27120 1.28956
H 0.44837 -1.10420 2.20226
H -1.37272 0.47369 2.16011
H 0.06704 0.85673 3.30793
H 0.32831 -1.93714 -1.39510
H 1.58483 -1.59478 -0.33146
H 0.21195 0.27884 -2.37857
H -1.04538 -0.02877 -0.12297
H 0.47908 2.48775 0.87134
H -2.80774 -1.09179 -0.16565
H -2.89539 -2.87834 0.39281
H -1.81699 -2.20098 -1.06371
*
```



The following is a quantum chemistry calculation of a 2-piece molecular cluster, C8H14ClN2S overall at a distorted geometry, from OMol25.

Output
* ΔE to the lowest compared entry with this formula, charge and spin: 103.6 kJ/mol
* HOMO energy: -12.94 eV
* LUMO level: -5.13 eV
* F_max: 4.1 eV Å⁻¹
* E_tot: -1280.783415 a.u.

ORCA input file:
```
! wB97M-V def2-TZVPD RIJCOSX def2/J DEFGRID3
* xyz 1 1
C -0.90327 -0.76432 -0.92521
C 1.97453 1.46695 1.49566
C 1.22650 0.30120 2.19815
C 1.07676 2.16151 0.43865
C 0.59587 -0.66935 1.16445
C 0.39890 1.20338 -0.59006
C -0.37307 0.05416 0.17446
C -2.39061 -1.61348 -2.48106
N -0.08721 -1.70883 -1.51757
N -2.15872 -0.68039 -1.48700
S -0.91780 -2.49295 -2.82536
Cl -3.64093 -2.88559 -0.78133
H 2.39349 2.08902 2.20246
H 2.80741 0.82183 1.13348
H 1.92194 -0.31322 2.68190
H 0.66603 0.83233 3.03330
H 0.26675 2.70919 0.97104
H 1.52790 3.03107 -0.01545
H 1.43055 -1.12244 0.59294
H -0.11258 -1.52470 1.56112
H -0.15476 1.86278 -1.28611
H 1.24894 0.69503 -1.08763
H -1.12830 0.60146 0.75958
H -3.34183 -1.44070 -3.13434
H 0.70701 -2.26449 -1.21656
H -3.03350 -0.34945 -1.05949
*
```



The following is a quantum chemistry calculation of a 2-piece molecular cluster, C8H14FIN overall at a distorted geometry, from OMol25.

Output
* ΔE to the lowest compared entry with this formula, charge and spin: 436.5 kJ/mol
* HOMO energy: -13.05 eV
* LUMO level: -4.43 eV
* F_max: 6.3 eV Å⁻¹
* E_tot: -765.085906 a.u.

ORCA input file:
```
! wB97M-V def2-TZVPD RIJCOSX def2/J DEFGRID3
* xyz 1 1
C 0.46269 1.78813 -1.14216
C 0.48982 -0.40805 0.41205
C -0.49468 0.63667 0.90779
C 0.08694 -1.53561 -0.50521
C 3.05326 -0.98610 0.63657
C -2.80618 0.55690 -1.17971
C 1.77193 -0.36789 1.22564
C -2.45759 0.21274 0.23444
N 0.25373 0.96429 -0.19093
F 0.08194 3.05519 -1.01749
I -0.51928 1.85091 2.66268
H 0.92911 1.61693 -2.09720
H -0.91322 -1.69140 -0.75288
H 0.24176 -2.39247 0.02628
H 0.69881 -1.58910 -1.31745
H 3.83074 -0.74930 1.20920
H 3.18658 -0.71555 -0.49900
H 2.93470 -1.98481 0.65595
H -3.74301 0.18887 -1.28061
H -2.09762 0.02876 -1.69803
H -2.84401 1.58015 -1.27816
H 2.05544 0.56851 1.45439
H 1.27442 -0.72788 2.17183
H -2.39019 -0.74690 0.44406
H -3.08608 0.84700 0.91796
*
```



The following is a quantum chemistry calculation of an isolated ion of composition C8H14FN4O and charge +1 at a distorted geometry, from OMol25.

Output
* HOMO energy: -12.14 eV
* SMILES string: CCN(CCn1nc[nH+]c1F)C(C)=O
* LUMO level: -3.22 eV
* F_max: 1.3 eV Å⁻¹
* E_tot: -707.076899 a.u.

ORCA input file:
```
! wB97M-V def2-TZVPD RIJCOSX def2/J DEFGRID3
* xyz 1 1
C -2.14636 1.17820 -0.67904
C -0.98899 1.88911 -1.42168
N 0.34488 1.27661 -1.40804
C 0.85431 0.94437 -0.08235
C 0.85985 -0.54726 0.24797
N 0.86211 -0.76372 1.72275
N 0.68809 0.18230 2.67687
C 0.76277 -0.45234 3.80850
N 0.98895 -1.78719 3.60451
C 1.04610 -1.94010 2.28156
F 1.23937 -3.04804 1.66770
C 0.56539 0.27183 -2.39942
C -0.52682 -0.68647 -2.80798
O 1.63844 0.18313 -2.91445
H -1.83047 0.32285 -0.08825
H -2.69691 1.89148 -0.07431
H -2.86294 0.79563 -1.40379
H -0.86661 2.87345 -0.97354
H -1.26738 2.07691 -2.45445
H 1.87281 1.32449 0.00001
H 0.27349 1.49175 0.65459
H 1.76103 -1.02360 -0.12789
H -0.01701 -1.06281 -0.13136
H 0.66541 -0.00126 4.78020
H 1.08058 -2.50078 4.31401
H -0.09045 -1.68366 -2.76707
H -0.80154 -0.52483 -3.84683
H -1.40810 -0.68005 -2.17822
*
```



The following is a quantum chemistry calculation of a 2-piece molecular cluster, C8H14N overall at a distorted geometry, from OMol25.

Output
* ΔE to the lowest compared entry with this formula, charge and spin: 216.7 kJ/mol
* HOMO energy: -13.32 eV
* LUMO level: -4.99 eV
* F_max: 4.3 eV Å⁻¹
* E_tot: -367.597315 a.u.

ORCA input file:
```
! wB97M-V def2-TZVPD RIJCOSX def2/J DEFGRID3
* xyz 1 1
C 0.04071 -1.11606 -0.06025
C 1.19319 -0.41256 -0.51915
C -0.11296 -1.65425 1.14042
C -0.34693 1.93808 -0.19801
C -0.15193 1.66379 -1.34880
C -1.27254 -2.51390 1.32981
C -0.53125 2.08970 1.18611
C 0.14736 1.45712 -2.71727
N 2.20574 -0.04557 0.23441
H -0.67930 -1.41628 -0.80345
H 1.49317 -0.44277 -1.46698
H -2.10319 -1.94925 1.63675
H -1.30739 -3.44852 1.91034
H -1.58207 -2.84292 0.36900
H -0.64613 3.12363 1.44432
H 0.42583 1.90129 1.82712
H -1.29618 1.43245 1.68559
H -0.07160 2.27437 -3.51917
H -0.46653 0.63296 -3.12681
H 1.14349 1.00262 -2.93023
H 2.10137 0.46148 1.10095
H 0.59754 -1.40550 2.00675
H 2.98023 0.42003 -0.18261
*
```



The following is a quantum chemistry calculation of a 2-piece molecular cluster, C8H14N2O overall at a distorted geometry, from OMol25.

Output
* ΔE to the lowest compared entry with this formula, charge and spin: 156.7 kJ/mol
* HOMO energy: -8.66 eV
* SMILES string: C[C@H]1C[C@@H](N)C1.CC(=O)C#N
* LUMO level: -0.67 eV
* F_max: 1.7 eV Å⁻¹
* E_tot: -497.918029 a.u.

ORCA input file:
```
! wB97M-V def2-TZVPD RIJCOSX def2/J DEFGRID3
* xyz 0 1
C -0.49326 1.80074 2.38396
C -0.12993 2.39403 1.03404
C 1.05589 1.78755 0.24794
C 0.25596 2.00797 -1.04810
N 0.43360 1.03583 -2.10201
C -1.02938 2.08388 -0.18185
H 0.29360 1.98415 3.11791
H -0.62568 0.70992 2.31114
H -1.40850 2.21930 2.76710
H 0.00385 3.48468 1.13713
H 2.04752 2.25255 0.33855
H 1.15231 0.70792 0.45623
H 0.48724 3.00128 -1.46776
H -0.16837 1.24967 -2.89612
H 0.14449 0.10969 -1.76254
H -1.48742 1.08450 -0.08640
H -1.81480 2.81037 -0.45983
C -0.06042 -4.22121 0.40146
C 0.42496 -4.11740 -1.01934
O 0.88174 -5.04377 -1.65203
C 0.32520 -2.78005 -1.65116
N 0.24176 -1.73529 -2.13834
H -0.85767 -4.97979 0.44986
H 0.76456 -4.57863 1.03516
H -0.43724 -3.26791 0.78499
*
```



The following is a quantum chemistry calculation of an isolated molecule of C8H14N2O6 at a distorted geometry, from OMol25.

Output
* ΔE to the lowest compared entry with this formula, charge and spin: 266.5 kJ/mol
* HOMO energy: -9.67 eV
* SMILES string: C[C@@H](O)[C@H](N)C(=O)N[C@@H](CC(=O)O)C(=O)O
* LUMO level: 0.51 eV
* F_max: 3.3 eV Å⁻¹
* E_tot: -874.167893 a.u.

ORCA input file:
```
! wB97M-V def2-TZVPD RIJCOSX def2/J DEFGRID3
* xyz 0 1
C -2.80976 -0.54394 2.15131
C -2.59971 0.78993 1.38667
O -1.72302 1.70983 2.07471
C -1.93267 0.23690 0.03114
N -2.72499 -0.84873 -0.62348
C -0.46472 -0.18988 0.00474
O 0.29300 -0.22381 1.01496
N 0.03130 -0.41155 -1.19933
C 1.51114 -0.36531 -1.35405
C 1.98314 0.96829 -0.77650
C 3.32955 1.23643 -1.15181
O 4.21821 0.48553 -0.89522
O 3.49770 2.40297 -1.80223
C 2.20632 -1.61008 -0.80723
O 2.20523 -2.66785 -1.34396
O 2.85904 -1.35916 0.39267
H -3.74733 -1.09802 1.80338
H -2.85789 -0.37477 3.26594
H -2.07550 -1.30104 1.91772
H -3.58735 1.34517 1.08333
H -0.94581 1.14613 2.15529
H -1.87886 1.13858 -0.61961
H -3.03308 -1.54792 0.14339
H -3.73999 -0.63308 -0.96204
H -0.50641 -0.54818 -2.01165
H 1.68267 -0.42116 -2.41616
H 1.24973 1.77032 -0.91596
H 1.99364 0.49030 0.17910
H 4.46145 2.59678 -1.58336
H 3.10496 -2.17267 0.85826
*
```



The following is a quantum chemistry calculation of C8H14N2PSTi as an isolated structure at a distorted geometry, from OMol25.

Output
* ΔE to the lowest compared entry with this formula, charge and spin: 400.9 kJ/mol
* HOMO energy (spin up / spin down): -5.60 / -5.54 eV
* expectation value of S²: 0.810
* LUMO level (spin up / spin down): -0.50 / -0.46 eV
* F_max: 3.6 eV Å⁻¹
* E_tot: -2011.475863 a.u.

ORCA input file:
```
! wB97M-V def2-TZVPD RIJCOSX def2/J DEFGRID3
* xyz 0 2
C -1.29837 0.70738 -2.89381
C -1.66149 1.75983 -3.89878
C -0.69010 2.82854 -3.88805
C 0.39121 2.40091 -3.02754
C -0.01758 1.09855 -2.33230
Ti -0.73308 -0.46134 -0.12311
P -0.08907 -2.70320 -0.64849
H -1.54240 -0.38485 -2.98730
H -2.54001 1.81391 -4.54722
H -0.84991 3.81586 -4.34154
H 0.74741 0.33315 -2.12691
H 1.29696 2.93432 -2.68636
H 1.19662 -3.07335 -1.16266
H -0.90330 -3.53090 -1.49548
H -0.13286 -3.57398 0.47979
S 1.25543 0.69911 0.22009
C 0.83164 0.22282 1.81585
N 1.74997 -0.08273 2.73897
C 1.13567 -0.72633 3.89356
C -0.35088 -0.61706 3.62348
N -0.41492 -0.03024 2.28835
H 2.71643 -0.13576 2.47464
H 1.43105 -0.21260 4.80698
H 1.47404 -1.76585 3.97046
H -0.84135 0.03652 4.34492
H -0.85332 -1.57867 3.63598
H -1.30779 0.22593 1.86650
*
```



The following is a quantum chemistry calculation of an isolated ion of composition C8H14N3O and charge +1 at a distorted geometry, from OMol25.

Output
* ΔE to the lowest compared entry with this formula, charge and spin: 627.2 kJ/mol
* HOMO energy (spin up / spin down): -11.39 / -12.20 eV
* LUMO level (spin up / spin down): -4.72 / -3.68 eV
* F_max: 5.7 eV Å⁻¹
* E_tot: -552.261093 a.u.

ORCA input file:
```
! wB97M-V def2-TZVPD RIJCOSX def2/J DEFGRID3
* xyz 1 1
C 1.98633 0.74340 0.16091
C 1.46394 -0.87594 -1.84766
C 2.46023 0.03280 -1.07934
C -1.22587 -0.37437 1.42531
C -0.85466 -1.68595 0.71451
C 0.61873 -1.75946 -1.09399
C -0.35369 0.97524 -0.24850
C -1.78531 2.00501 1.39084
N 0.80148 1.03323 0.42121
N 1.46361 -0.73813 -3.11369
N -1.43365 0.79636 0.67129
O 0.41809 -1.63934 0.21241
H 2.76315 0.72484 0.93617
H 2.85705 0.81434 -1.68467
H 3.21038 -0.60279 -0.91119
H -1.99480 -0.75149 2.05770
H -0.24347 -0.18874 2.07131
H -0.84011 -2.27429 1.73489
H -1.61129 -1.87887 -0.04866
H -0.00123 -2.32237 -1.66725
H -0.49730 1.12582 -1.26860
H -2.16538 2.87094 0.75254
H -2.67426 1.99386 2.06435
H -0.87937 2.49419 1.92510
H 0.82224 -1.25455 -3.75006
H -2.30483 0.73625 0.17507
*
```



The following is a quantum chemistry calculation of a 2-piece molecular cluster, C8H14N3OP overall at a distorted geometry, from OMol25.

Output
* ΔE to the lowest compared entry with this formula, charge and spin: 203.8 kJ/mol
* HOMO energy (spin up / spin down): -7.85 / -7.24 eV
* LUMO level (spin up / spin down): -0.20 / -1.04 eV
* F_max: 3.3 eV Å⁻¹
* E_tot: -894.014582 a.u.

ORCA input file:
```
! wB97M-V def2-TZVPD RIJCOSX def2/J DEFGRID3
* xyz 0 1
C 0.66948 1.01138 2.98216
C -0.18388 -0.10420 2.84014
C 0.76347 2.01821 1.98358
C -1.05165 -0.08789 1.80964
C 0.09000 1.78414 0.78559
C -0.88069 0.73750 0.67946
C 2.65166 -0.68968 -0.71497
C -2.75470 0.02417 -0.63377
N -0.04990 -1.50857 -3.43857
N 1.58936 -0.34335 -1.69155
N -1.57687 0.85165 -0.43964
O 0.07407 -2.42026 -0.95187
P 0.15877 -1.17710 -1.74865
H 1.12664 1.21129 3.94668
H -0.43717 -0.67674 3.77232
H 1.40785 2.88983 2.15560
H -1.63098 -0.96003 1.73966
H 0.08412 2.40804 -0.11199
H 3.61322 -0.60945 -1.22503
H 2.55696 0.10665 0.02202
H 2.39624 -1.58327 -0.09154
H -3.63062 0.29203 -0.05035
H -2.96415 0.07335 -1.65642
H -2.58747 -1.11483 -0.45762
H -0.96604 -2.04439 -3.34850
H 0.02655 -0.67937 -4.09726
H 1.50570 0.59087 -2.05912
*
```